37
Properties=species:S:1:pos:R:3:lowdin_charge:R:1 method="wB97M-V/def2-TZVPD" mol_weight_g_mol=292.3 de_lowest_kj_mol=206.8 energy_ha=-1021.1493 smiles="N[C@@H](Cc1c[nH]cn1)C(=O)N[C@@H](Cc1c[nH]cn1)C(=O)O" homo_ev=-8.6 gap_ev=9.04
O -1.06 2.43 0.58 0.1122
O 0.69 3.74 0.35 0.0804
O 0.21 -1.15 1.60 0.0513
N 4.35 0.21 -1.19 0.1006
N -4.97 0.42 -0.71 0.0519
N -0.37 -3.23 -0.16 0.0404
N 0.24 0.23 -0.26 0.0927
N -2.94 0.37 0.02 0.0946
N 4.42 -1.38 0.27 0.0231
C 3.37 -0.67 0.63 -0.0722
C 0.22 2.61 0.43 -0.4475
C -3.35 -0.88 0.00 -0.3420
C 1.07 1.27 0.24 -0.2565
C -1.07 -1.89 -0.22 -0.3169
C -0.14 -0.93 0.45 -0.4456
C 3.33 0.34 -0.29 -0.3026
C -4.61 -0.86 -0.48 -0.0657
C -3.89 1.19 -0.49 -0.1267
C 2.36 1.46 -0.45 -0.1043
C 4.98 -0.85 -0.85 -0.2247
C -2.47 -1.94 0.41 -0.0985
H -2.71 -2.94 0.16 0.1081
H 2.72 -0.87 1.46 0.1097
H 0.46 -3.16 -0.83 0.1045
H 2.31 1.67 -1.56 0.1460
H -2.34 -1.95 1.54 0.1521
H 0.12 -3.18 0.77 0.0794
H 1.33 0.88 1.28 0.1698
H 4.79 -2.28 0.64 0.1731
H -5.90 0.71 -1.02 0.1678
H -0.11 0.26 -1.23 0.1680
H 2.74 2.35 0.15 0.1512
H -1.28 -1.66 -1.30 0.1576
H -5.22 -1.68 -0.68 0.1079
H -3.83 2.29 -0.81 0.1598
H -1.29 1.49 0.48 0.0601
H 5.69 -1.50 -1.45 0.1411


12
Properties=species:S:1:pos:R:3:lowdin_charge:R:1 method="wB97M-V/def2-TZVPD" mol_weight_g_mol=86.1 de_lowest_kj_mol=285.0 energy_ha=-302.5846 smiles=N#C[C@@H](N)CO homo_ev=-10.0 gap_ev=10.50
O -2.31 -0.59 -0.11 -0.0541
N 1.58 -0.59 -1.74 0.1545
N 0.76 1.19 1.19 0.0184
C 1.32 -0.38 -0.63 -0.2483
C -0.93 -0.49 -0.38 -0.1763
C 0.49 -0.11 0.57 -0.2798
H -2.79 0.00 -0.72 0.0951
H 1.56 1.17 1.82 0.0800
H 0.73 -0.86 1.34 0.1328
H -0.61 -1.50 -0.67 0.1029
H 0.97 1.92 0.51 0.0749
H -0.78 0.24 -1.17 0.0998


14
Properties=species:S:1:pos:R:3:lowdin_charge:R:1 method="wB97M-V/def2-TZVPD" mol_weight_g_mol=115.2 de_lowest_kj_mol=338.8 energy_ha=-663.8278 total_charge=+1 homo_ev="-13.7 / -13.8" spin_multiplicity=3 gap_ev="6.90 / 6.61"
S -3.54 -0.10 -0.01 0.8858
N -0.87 0.68 -0.04 0.0606
N 1.78 0.46 -0.01 0.0845
C 1.15 -0.74 -0.09 -0.1667
C -0.52 -0.59 -0.03 -0.3546
C -1.19 -1.69 0.03 0.3093
C -2.19 1.05 0.00 -0.6285
H 1.40 -1.39 0.75 0.1314
H 1.72 1.08 -0.80 0.1169
H -1.28 -2.75 0.07 0.0916
H -2.34 1.63 0.93 0.1093
H 1.82 0.93 0.89 0.1195
H 1.31 -1.24 -1.04 0.1335
H -2.35 1.82 -0.78 0.1074


9
Properties=species:S:1:pos:R:3:lowdin_charge:R:1 method="wB97M-V/def2-TZVPD" mol_weight_g_mol=138.2 de_lowest_kj_mol=109.1 energy_ha=-1290.9188 smiles="O=P(=S)S.C#C" homo_ev=-10.0 gap_ev=9.29
S -2.14 -1.98 0.53 0.1881
S -0.69 1.12 -0.62 0.4886
P -2.26 -0.04 0.16 -0.0221
O -3.49 0.80 0.34 -0.4696
C 2.61 -0.44 -0.51 -0.0242
C 2.58 -0.50 0.67 -0.0115
H 2.44 -0.48 -1.51 -0.0098
H 2.68 -0.42 1.76 0.0450
H -1.71 1.95 -0.81 -0.1843


5
Properties=species:S:1:pos:R:3:lowdin_charge:R:1 method="wB97M-V/def2-TZVPD" mol_weight_g_mol=112.1 de_lowest_kj_mol=59.6 energy_ha=-1022.0018 smiles="O=S1#S(=O)O1" homo_ev="-9.5 / -9.6" gap_ev="8.09 / 8.10"
S -1.10 0.24 0.38 0.9097
S 0.96 -0.51 -0.40 0.7794
O -2.20 0.23 -0.65 -0.5661
O 1.72 -0.94 0.70 -0.4485
O 0.61 0.97 -0.03 -0.6744


14
Properties=species:S:1:pos:R:3:lowdin_charge:R:1 method="wB97M-V/def2-TZVPD" mol_weight_g_mol=101.1 de_lowest_kj_mol=186.6 energy_ha=-361.8098 homo_ev=-10.0 gap_ev=10.75
O 2.35 0.88 -0.97 0.0745
O 0.03 -0.87 0.83 -0.0781
N -0.74 1.23 1.36 0.1814
C -1.68 -0.03 -0.58 -0.0147
C 1.66 -0.08 -0.75 -0.2390
C -0.80 0.21 0.62 -0.4982
C 1.42 -0.67 0.63 -0.1449
H -1.34 0.60 -1.41 0.0885
H 1.13 -0.61 -1.57 0.1329
H 1.89 -0.03 1.39 0.1305
H -1.61 -1.08 -0.89 0.0820
H -2.73 0.22 -0.38 0.0826
H -1.44 1.91 1.06 0.0675
H 1.85 -1.67 0.67 0.1349


22
Properties=species:S:1:pos:R:3:lowdin_charge:R:1 method="wB97M-V/def2-TZVPD" mol_weight_g_mol=202.2 de_lowest_kj_mol=152.7 energy_ha=-1013.0632 total_charge=+1 homo_ev="-13.6 / -13.6" gap_ev="6.91 / 6.91"
S -0.41 2.17 0.05 1.1992
F -3.98 -0.64 -0.47 0.1766
O 0.75 2.12 0.87 -0.3982
O -2.22 1.58 1.37 -0.2182
N 2.24 -0.01 -0.74 -0.0035
C -2.72 -0.49 -0.29 -0.3090
C -0.55 0.45 -0.89 -0.3220
C -2.12 -1.26 0.74 0.1497
C -0.72 -1.34 0.93 0.0619
C 1.50 -0.59 0.18 -0.0957
C -1.98 0.29 -1.10 0.0123
C 3.60 -0.11 -0.65 -0.1477
C 0.03 -0.54 0.07 -0.1590
H -0.31 -2.01 1.62 0.1210
H 4.07 0.75 -1.24 0.1106
H 4.17 -0.05 0.39 0.1427
H 1.90 -1.25 1.06 0.1767
H -2.42 0.84 -1.92 0.1536
H 3.74 -0.93 -1.38 0.1165
H -1.96 2.31 1.92 -0.0238
H 0.15 0.47 -1.76 0.1577
H -2.78 -1.77 1.26 0.0987


19
Properties=species:S:1:pos:R:3:lowdin_charge:R:1 method="wB97M-V/def2-TZVPD" mol_weight_g_mol=137.2 de_lowest_kj_mol=34.0 energy_ha=-762.4364 homo_ev=-9.3 gap_ev=9.79
S 0.07 2.40 3.53 0.7110
O -0.88 -0.04 -1.65 -0.0502
O 0.10 -1.92 -0.97 -0.0617
N 1.00 0.16 0.23 0.1077
C 0.66 1.97 1.85 -0.5554
C -1.19 -2.00 -2.95 -0.0105
C -0.62 -1.25 -1.77 -0.7106
C 0.49 0.50 1.57 -0.2649
H -0.45 -2.04 -3.73 0.0738
H 1.02 -0.11 2.30 0.1234
H 1.71 2.29 1.84 0.0707
H 0.31 0.51 -0.52 0.1157
H -1.01 1.61 3.51 -0.1433
H 0.12 2.56 1.13 0.0734
H 1.92 0.52 0.04 0.1465
H -1.48 -3.01 -2.63 0.0770
H -0.54 0.18 1.64 0.1230
H -2.08 -1.48 -3.29 0.0737
H 0.86 -0.87 -0.11 0.1008


17
Properties=species:S:1:pos:R:3:lowdin_charge:R:1 method="wB97M-V/def2-TZVPD" mol_weight_g_mol=150.1 de_lowest_kj_mol=199.7 energy_ha=-522.6379 smiles=Nc1nc2[nH]cnc(N)c-2n1 homo_ev=-7.6 gap_ev=8.20
N -0.89 -1.72 0.03 0.1247
N 1.47 -1.22 0.19 0.1556
N -1.60 2.17 0.09 0.0649
N 3.38 0.25 -0.31 0.1187
N -2.48 0.01 -0.18 0.0999
N 1.19 1.10 -0.06 0.1319
C 0.23 -0.97 0.18 -0.3810
C 2.03 0.05 0.04 -0.4338
C -1.38 0.84 -0.08 -0.3522
C -0.04 0.42 0.14 -0.1994
C -2.17 -1.28 -0.10 -0.1540
H 3.65 1.13 -0.14 0.0191
H -3.07 -1.96 -0.30 0.1487
H -2.47 2.82 0.01 0.1359
H -0.89 -2.78 0.02 0.1830
H -0.65 2.74 0.64 0.2239
H 3.96 -0.38 0.31 0.1139


57
Properties=species:S:1:pos:R:3:lowdin_charge:R:1 method="wB97M-V/def2-TZVPD" mol_weight_g_mol=728.1 energy_ha=-3291.7856 total_charge=+1 homo_ev="-10.9 / -10.9" gap_ev="5.66 / 5.66"
I -0.23 2.57 5.92 0.8866
Rh 0.21 0.18 -0.10 0.6690
Cl 5.08 2.72 0.39 0.7237
Cl -0.22 2.63 -0.65 0.7861
S 0.36 -0.50 -2.52 0.8573
S 2.49 1.06 0.06 0.6289
O -0.37 -1.69 -2.09 -0.4989
N -2.02 -0.41 -0.03 -0.0507
N -2.50 -1.66 0.01 -0.0756
N 0.55 -1.93 0.63 -0.0471
N -0.30 0.53 2.19 -0.0423
N -0.31 -2.94 0.57 -0.0708
N -0.89 -0.37 2.97 0.0253
C -3.01 0.38 -0.43 -0.1583
C 2.46 5.56 -0.47 -0.0605
C 1.27 4.86 -0.60 -0.1000
C 1.87 -1.17 -3.36 -0.3185
C -4.17 -0.36 -0.64 -0.0380
C 3.63 4.90 -0.18 -0.0876
C 0.00 1.57 2.95 -0.1821
C 1.27 3.48 -0.45 -0.6482
C 2.44 2.77 -0.14 -0.7030
C -0.42 1.31 4.27 -0.7332
C -0.58 0.15 -3.98 -0.3177
C 3.63 3.52 0.00 -0.6980
C 0.36 -4.10 0.73 -0.0486
C 1.77 -2.43 0.80 -0.1394
C -0.98 0.05 4.24 -0.1070
C 2.87 -0.10 -3.72 -0.1211
C -1.40 -0.94 -4.64 -0.1071
C -3.80 -1.65 -0.35 -0.0593
C 1.70 -3.82 0.88 -0.0263
B -1.80 -2.96 0.33 -0.4925
H -5.13 -0.01 -0.96 0.0995
H 2.51 -4.51 1.01 0.1022
H -2.34 -3.45 1.28 0.0783
H -2.87 1.45 -0.52 0.0799
H 2.28 -1.87 -2.62 0.0968
H 2.46 6.63 -0.61 0.1162
H -1.23 0.92 -3.57 0.0838
H 0.14 0.60 -4.65 0.0862
H -4.37 -2.56 -0.36 0.1315
H -2.03 -0.51 -5.41 0.0931
H -1.21 -1.25 2.58 0.1469
H 4.56 5.44 -0.08 0.1148
H -2.00 -3.70 -0.59 0.0860
H 3.77 -0.57 -4.13 0.0909
H 3.16 0.47 -2.84 0.0473
H 0.48 2.44 2.57 0.1079
H -0.15 -5.04 0.73 0.1338
H 2.48 0.58 -4.47 0.0722
H -1.43 -0.52 5.03 0.1297
H 1.52 -1.74 -4.22 0.1010
H 2.63 -1.79 0.90 0.0862
H -2.04 -1.43 -3.90 0.0785
H 0.34 5.37 -0.83 0.1115
H -0.77 -1.70 -5.09 0.0807


215
Properties=species:S:1:pos:R:3:lowdin_charge:R:1 method="wB97M-V/def2-TZVPD" mol_weight_g_mol=1599.7 energy_ha=-8079.9955 smiles="CCOP(=O)(OCC)OCC.CCOP(=O)(OCC)OCC.CCOP(=O)(OCC)OCC.CCOP(=O)(OCC)OCC.O=S1(=O)CCCC1.O=S1(=O)CCCC1.O=S1(=O)CCCC1.O=S1(=O)CCCC1.O=S1(=O)CCCC1.COC(=O)OC.COC(=O)OC.COC(=O)OC" homo_ev=-10.1 gap_ev=10.13
S -8.81 0.99 2.44 0.7490
S 4.87 3.14 6.46 0.7226
S -1.35 -1.05 0.65 0.7227
S 1.79 -5.28 -6.80 0.7269
S -8.08 -8.10 0.17 0.6802
P 3.66 -3.83 13.15 0.4747
P 10.87 1.81 -2.57 0.4427
P -11.20 -0.75 -5.22 0.5262
P -0.55 4.54 -7.25 0.5119
O -9.60 -0.89 -5.33 -0.1804
O -11.57 0.58 -4.28 -0.1882
O -0.92 -1.05 2.04 -0.3465
O -1.03 3.54 -8.25 -0.2426
O 4.02 3.36 7.63 -0.3393
O 0.83 4.24 -6.42 -0.2161
O -1.89 5.23 4.94 0.0031
O -2.00 7.06 3.61 0.1415
O 2.74 -3.62 14.29 -0.2332
O -9.38 1.79 3.56 -0.3618
O 12.28 1.07 -2.36 -0.1742
O 3.20 -5.40 -6.45 -0.3463
O 2.20 -6.14 2.68 -0.0291
O -0.32 6.03 -7.88 -0.2072
O 5.18 -3.26 13.24 -0.2116
O 10.98 2.73 -3.90 -0.1745
O -3.81 6.01 4.18 -0.0254
O 3.01 -3.07 11.77 -0.2027
O -2.57 -1.71 0.13 -0.3625
O -8.87 -6.96 0.57 -0.3238
O -8.68 -9.26 -0.46 -0.3450
O 3.73 -7.81 2.90 0.1179
O -11.68 -1.98 -4.26 -0.2184
O 9.98 0.59 -3.12 -0.1876
O 5.78 2.02 6.30 -0.3519
O -7.88 1.54 1.43 -0.3695
O 0.89 -4.38 -6.06 -0.3646
O 3.31 8.63 -3.47 -0.0251
O 3.71 -6.34 1.20 -0.0143
O -1.57 4.80 -6.01 -0.1976
O -11.82 -0.90 -6.55 -0.2345
O 3.87 -5.27 12.60 -0.1728
O 10.33 2.48 -1.41 -0.2123
O 3.99 10.85 -3.21 0.0974
O 4.58 9.52 -5.07 -0.0248
C -0.34 0.68 -1.26 -0.2023
C 3.32 -6.81 2.36 -0.6261
C -4.63 6.64 3.17 -0.0156
C -12.21 -3.18 -4.86 -0.2318
C -2.65 5.80 -6.04 -0.2266
C 9.66 -0.48 -2.24 -0.2467
C 5.77 -2.72 14.44 -0.2577
C -2.59 4.06 5.49 -0.0194
C -1.32 0.68 -0.04 -0.2116
C 0.03 -1.53 -0.38 -0.2619
C 13.60 2.44 -0.98 -0.0825
C 10.31 3.96 -4.00 -0.3154
C 0.94 -6.92 -6.91 -0.2541
C 1.56 -4.94 -8.72 -0.1735
C -10.34 -1.19 2.11 -0.2778
C 4.75 -6.92 0.31 0.0203
C 2.99 -2.47 9.48 -0.0778
C -12.77 1.25 -4.53 -0.2950
C 4.05 4.56 4.28 -0.2536
C 4.29 -6.22 13.52 -0.2800
C 5.74 4.69 6.07 -0.2245
C -3.00 6.17 -4.60 -0.0687
C 3.83 -2.92 10.61 -0.3104
C -2.51 6.13 4.15 -0.6370
C 5.18 10.65 -5.70 -0.0630
C 0.27 -7.02 -8.25 -0.2075
C 5.63 -6.89 13.19 -0.0584
C 3.84 3.18 4.84 -0.1930
C -6.96 -8.81 1.51 -0.1521
C -6.75 -7.52 -0.83 -0.2548
C 3.15 3.65 -6.24 -0.0603
C -10.20 0.11 1.49 -0.2328
C 8.76 0.04 -1.05 -0.0768
C 1.30 -6.77 3.57 -0.0413
C 1.22 -6.34 -9.33 -0.1890
C -13.50 1.53 -3.13 -0.0431
C -8.93 -1.80 2.34 -0.1653
C -5.46 -7.57 -0.07 -0.2604
C 7.25 -3.02 14.53 -0.0634
C 1.84 3.41 -7.05 -0.2581
C 0.87 6.67 -7.90 -0.3179
C 0.39 8.14 -7.83 -0.0487
C 0.82 -0.30 -0.87 -0.1767
C -8.21 -0.62 3.11 -0.2072
C 10.26 4.36 -5.43 -0.0716
C -5.56 -8.03 1.32 -0.1980
C 12.84 1.18 -1.04 -0.2924
C -8.80 -1.10 -4.25 -0.2817
C 5.45 5.06 4.63 -0.2281
C 2.10 8.74 -2.82 -0.0959
C -7.49 -1.84 -4.85 -0.0235
C -12.99 -3.82 -3.63 -0.0585
C 4.00 9.77 -3.83 -0.4623
H 1.00 -6.27 -10.40 0.1087
H -7.04 -6.55 -1.22 0.1052
H 1.37 6.48 -8.85 0.1184
H 12.92 3.29 -0.99 0.0749
H 5.36 6.14 4.68 0.1102
H -2.35 6.98 -4.27 0.0676
H -8.77 -0.54 4.04 0.0828
H 8.18 -0.75 -0.58 0.0668
H -4.59 6.18 2.19 0.0995
H -8.44 -2.01 1.40 0.1126
H 1.31 0.22 -0.04 0.1167
H 10.99 4.66 -3.51 0.1174
H -7.47 -1.86 -5.94 0.0755
H 0.51 -7.17 -5.94 0.1087
H -5.55 -7.10 1.88 0.1096
H 4.58 -2.18 10.90 0.1120
H 5.67 -7.78 12.55 0.0714
H 1.49 -0.53 -1.70 0.1156
H -11.05 0.79 1.53 0.1073
H 9.78 3.61 -6.06 0.0818
H 7.98 0.69 -1.43 0.0765
H -4.95 -6.60 -0.16 0.1215
H 0.77 -2.14 0.13 0.1036
H 2.02 3.70 -8.08 0.1120
H 5.66 10.44 -6.66 0.0858
H 2.25 -3.20 9.16 0.0791
H 2.37 -4.34 -9.11 0.0909
H 3.60 -2.36 8.58 0.0791
H -13.67 0.51 -2.79 0.0602
H -0.05 8.19 -6.83 0.0730
H 1.57 2.36 -7.10 0.1157
H 6.76 4.31 6.10 0.1027
H 1.10 -7.76 3.18 0.1004
H -6.62 -8.11 -1.74 0.1080
H 0.39 -6.17 3.49 0.0958
H -12.85 -2.98 -5.72 0.1002
H -4.24 7.65 3.04 0.0856
H -1.11 1.41 0.75 0.0941
H 3.86 2.95 -6.67 0.0741
H 3.59 4.58 -6.59 0.0648
H -12.75 1.99 -2.48 0.0687
H 2.97 3.65 -5.16 0.0807
H -7.29 -2.81 -4.41 0.0590
H 2.33 8.63 -1.76 0.0974
H 8.95 -1.13 -2.75 0.1098
H -5.63 6.82 3.56 0.0962
H -0.33 8.34 -8.62 0.0802
H 9.42 3.97 -3.38 0.1196
H -14.46 2.04 -3.23 0.0707
H -2.35 0.94 -0.29 0.0905
H 1.57 6.34 -7.13 0.1117
H 9.32 0.59 -0.28 0.0545
H -3.57 4.32 5.89 0.0850
H -9.06 -2.68 2.98 0.1125
H -7.63 -8.76 2.36 0.0903
H 2.17 -6.88 -9.32 0.1002
H 6.32 -6.11 12.86 0.0745
H 3.47 -6.94 13.51 0.1302
H -13.90 -3.25 -3.43 0.0644
H -0.63 -6.42 -8.12 0.1100
H -9.35 -1.40 -3.35 0.1099
H 1.79 -6.69 4.54 0.1028
H 14.12 2.38 -1.94 0.0913
H 10.54 -1.06 -1.99 0.1139
H -12.63 2.23 -5.00 0.1081
H 4.49 -5.76 14.48 0.1092
H 2.84 2.94 5.19 0.0922
H 6.04 -7.29 14.11 0.0712
H 6.11 11.00 -5.24 0.0972
H -6.67 -1.22 -4.48 0.0596
H -2.02 3.75 6.36 0.0936
H 7.65 -2.23 15.17 0.0792
H 5.53 -1.68 14.26 0.1245
H 1.34 8.02 -3.12 0.0929
H 3.30 5.17 4.78 0.1150
H 4.44 -7.96 0.40 0.0892
H 3.82 4.70 3.23 0.1175
H -4.83 -8.25 -0.65 0.1147
H 4.67 -6.57 -0.71 0.0921
H -0.05 -8.05 -8.42 0.1140
H 12.00 1.08 -0.35 0.1086
H -11.52 -3.85 -5.38 0.1117
H -4.05 6.36 -4.39 0.0765
H -13.31 -4.86 -3.76 0.0645
H 7.65 -2.84 13.53 0.0800
H -10.85 -1.78 1.35 0.1189
H -0.96 0.43 -2.13 0.1117
H 1.14 8.92 -7.93 0.0689
H 9.69 5.29 -5.54 0.0828
H 4.37 11.34 -5.90 0.1021
H -2.80 3.27 4.77 0.0930
H -2.33 6.55 -6.77 0.1015
H -2.72 5.35 -3.94 0.0767
H 1.61 9.72 -2.86 0.0973
H -12.46 -3.80 -2.68 0.0646
H -10.94 -1.15 3.02 0.1242
H 6.20 4.85 3.87 0.1195
H 0.63 -4.38 -8.85 0.0861
H 2.47 -1.53 9.66 0.0843
H 5.28 5.45 6.70 0.1108
H 5.75 -6.83 0.72 0.0924
H -9.87 -0.12 0.48 0.1054
H -4.73 -8.62 1.71 0.1122
H 13.60 0.42 -0.82 0.1227
H -13.41 0.74 -5.25 0.1060
H 0.05 1.68 -1.44 0.1040
H 5.21 -3.11 15.29 0.1118
H 4.17 2.53 4.03 0.0999
H 4.33 -3.88 10.50 0.1112
H 11.30 4.47 -5.72 0.0849
H -6.75 -9.84 1.22 0.0921
H 7.49 -4.02 14.87 0.0760
H -0.45 -2.20 -1.09 0.1021
H -3.60 5.47 -6.45 0.1108
H -7.14 -0.69 3.29 0.1021
H 14.25 2.56 -0.11 0.0858
H -8.52 -0.13 -3.85 0.1059
H 1.83 -7.55 -6.87 0.0897


6
Properties=species:S:1:pos:R:3:lowdin_charge:R:1 method="wB97M-V/def2-TZVPD" mol_weight_g_mol=234.2 energy_ha=-1284.8899 total_charge=+3 homo_ev="-25.6 / -25.6" spin_multiplicity=5 gap_ev="9.67 / 8.55"
Er -0.32 -0.51 -1.69 2.3067
O -2.09 0.44 -2.72 -0.4654
O 1.70 -0.15 -0.46 -0.1996
O 1.85 0.98 0.27 -0.0212
C 2.51 1.93 0.26 0.4870
Li -2.96 2.04 -3.03 0.8924